[1]
{"formula": "C12H30CoN4S3", "method": "ωB97M-V/def2-TZVPD", "charge": 2, "homo_lumo_gap_ev": [7.58, 8.45], "multiplicity": 2, "species": ["Co", "N", "C", "C", "N", "C", "C", "N", "C", "C", "N", "H", "H", "H", "H", "H", "H", "H", "H", "H", "H", "H", "H", "H", "H", "H", "H", "H", "H", "C", "C", "S", "C", "C", "S", "C", "C", "S", "H", "H", "H", "H", "H", "H", "H", "H", "H", "H", "H", "H"], "positions_angstrom": [[0.0873, 0.0988, -0.1972], [-0.1996, -1.6805, -1.4767], [0.6760, -1.7785, -2.6485], [2.0792, -1.3782, -2.2239], [2.0795, -0.0306, -1.6511], [1.9352, 1.0020, -2.6828], [1.1318, 2.1926, -2.1655], [-0.1503, 1.7019, -1.6377], [3.2903, 0.1778, -0.8488], [2.9965, -0.1231, 0.6134], [1.8262, 0.6850, 0.9741], [-0.0022, -2.4754, -0.8689], [-1.1589, -1.7828, -1.7985], [0.2922, -1.1086, -3.4179], [0.6935, -2.7916, -3.0623], [2.7675, -1.4437, -3.0741], [2.4170, -2.0711, -1.4520], [1.4052, 0.5850, -3.5380], [2.9141, 1.3396, -3.0390], [0.9899, 2.8997, -2.9908], [1.6591, 2.7162, -1.3651], [-0.6972, 1.3312, -2.4147], [-0.6795, 2.4902, -1.2735], [3.5967, 1.2216, -0.9275], [4.1161, -0.4408, -1.2141], [3.8733, 0.1147, 1.2263], [2.7388, -1.1759, 0.7542], [2.0161, 1.6565, 0.7245], [1.7018, 0.6806, 1.9829], [-2.5231, 2.1539, 1.4422], [-3.4258, 1.0158, 1.0140], [-2.6783, -0.0547, -0.2802], [-2.9872, -1.7133, 0.4324], [-2.2600, -2.0372, 1.7266], [-0.4559, -1.6737, 1.7198], [-0.2979, -0.7217, 3.2706], [-1.0586, 0.5900, 3.3228], [-0.8122, 1.6762, 1.8567], [-2.9441, 2.6630, 2.3099], [-2.4018, 2.8775, 0.6361], [-4.3462, 1.4301, 0.6006], [-3.6919, 0.3698, 1.8470], [-2.6996, -2.4126, -0.3518], [-4.0655, -1.8005, 0.5839], [-2.3559, -3.1084, 1.9104], [-2.6928, -1.5146, 2.5770], [0.7744, -0.5663, 3.3799], [-0.6317, -1.3734, 4.0799], [-0.7136, 1.1572, 4.1881], [-2.1288, 0.4301, 3.4284]], "nbo_charge": [1.14, -0.88, -0.23, -0.23, -0.52, -0.24, -0.23, -0.84, -0.23, -0.23, -0.89, 0.39, 0.39, 0.20, 0.23, 0.22, 0.21, 0.21, 0.22, 0.23, 0.20, 0.39, 0.40, 0.21, 0.22, 0.22, 0.20, 0.39, 0.39, -0.53, -0.53, 0.19, -0.52, -0.53, 0.26, -0.52, -0.54, 0.20, 0.26, 0.24, 0.27, 0.23, 0.23, 0.27, 0.27, 0.23, 0.23, 0.27, 0.27, 0.23]}

=====

[2]
{"formula": "C12H30IN2O4", "method": "ωB97M-V/def2-TZVPD", "charge": -1, "homo_lumo_gap_ev": 5.05, "e_above_lowest_kj_mol": 723.4, "multiplicity": 1, "species": ["I", "C", "O", "C", "C", "N", "C", "C", "O", "C", "H", "H", "H", "H", "H", "H", "H", "H", "H", "H", "H", "H", "H", "H", "H", "C", "O", "C", "C", "N", "C", "C", "O", "C", "H", "H", "H", "H", "H", "H", "H", "H", "H", "H", "H", "H", "H", "H", "H"], "positions_angstrom": [[0.7321, -0.8131, -1.6864], [1.7812, -3.3118, 3.3489], [1.1276, -2.7523, 2.2420], [0.0405, -1.9506, 2.6735], [-0.4416, -1.0402, 1.5498], [0.6189, -0.5504, 0.6758], [1.6122, 0.1789, 1.4082], [2.8403, 0.6536, 0.5239], [3.6211, -0.4320, -0.0936], [4.8757, 0.0201, -0.5544], [1.9938, -4.3646, 3.1630], [1.3020, -3.2243, 4.3240], [2.8425, -3.0682, 3.3964], [0.3081, -1.3199, 3.5213], [-0.7713, -2.6259, 2.9435], [-0.9911, -0.2875, 2.1151], [-1.1375, -1.5998, 0.9247], [0.1846, -0.0045, -0.0546], [1.9090, -0.4121, 2.2746], [1.1458, 1.0560, 1.8569], [3.5268, 1.2056, 1.1658], [2.4113, 1.3970, -0.1480], [4.8074, 0.8426, -1.2663], [5.5819, -0.7258, -0.9189], [5.2862, 0.5767, 0.2882], [-3.4656, 0.8758, 2.6908], [-3.1331, 0.5163, 1.3418], [-1.9257, 1.0387, 0.8771], [-1.8639, 0.9062, -0.7380], [-0.6724, 1.6876, -1.3166], [-0.9275, 2.2643, -2.6045], [-0.9524, 1.2334, -3.7867], [-2.2476, 0.7036, -3.9868], [-2.3201, -0.3868, -4.9274], [-4.4650, 0.5288, 2.9531], [-3.3538, 1.8670, 3.1302], [-2.7727, 0.2862, 3.2910], [-1.0157, 0.5138, 1.1682], [-1.7424, 2.0662, 1.1911], [-2.7428, 1.4581, -1.0713], [-1.7218, -0.1117, -1.1011], [0.1338, 1.1194, -1.5339], [-0.3725, 3.1739, -2.8341], [-1.8953, 2.7658, -2.6047], [-0.1784, 0.4728, -3.6848], [-0.6130, 1.7636, -4.6766], [-1.7984, -0.1974, -5.8655], [-3.3509, -0.7222, -5.0418], [-1.8108, -1.2707, -4.5433]], "nbo_charge": [-0.66, -0.26, -0.53, -0.06, -0.27, -0.74, -0.23, -0.07, -0.53, -0.24, 0.17, 0.17, 0.17, 0.15, 0.17, 0.16, 0.22, 0.42, 0.19, 0.15, 0.15, 0.19, 0.16, 0.19, 0.14, -0.25, -0.54, -0.09, -0.27, -0.73, -0.24, -0.13, -0.56, -0.25, 0.18, 0.17, 0.16, 0.19, 0.15, 0.19, 0.23, 0.37, 0.18, 0.18, 0.22, 0.13, 0.16, 0.18, 0.19]}

=====

[3]
{"formula": "C12H30LiN2O4", "method": "ωB97M-V/def2-TZVPD", "charge": 2, "homo_lumo_gap_ev": [10.13, 4.00], "multiplicity": 2, "species": ["Li", "C", "O", "C", "C", "N", "C", "C", "O", "C", "H", "H", "H", "H", "H", "H", "H", "H", "H", "H", "H", "H", "H", "H", "H", "C", "O", "C", "C", "N", "C", "C", "O", "C", "H", "H", "H", "H", "H", "H", "H", "H", "H", "H", "H", "H", "H", "H", "H"], "positions_angstrom": [[-27.4584, 4.8625, 3.9275], [-26.6466, 2.1796, 6.0261], [-27.6416, 2.8902, 5.2508], [-28.9838, 2.9078, 5.5649], [-29.8078, 3.2856, 4.3039], [-29.4361, 4.6495, 3.8545], [-29.7241, 5.6091, 4.9459], [-29.2254, 7.0266, 4.3955], [-27.8214, 6.9307, 4.1240], [-27.1267, 8.1485, 3.9355], [-26.3517, 2.6943, 6.9405], [-25.7413, 2.1416, 5.4203], [-27.1438, 1.2412, 6.2720], [-29.0738, 3.6330, 6.3737], [-29.3172, 1.9752, 6.0199], [-30.8782, 3.3598, 4.4958], [-29.6728, 2.4844, 3.5772], [-29.9593, 4.9918, 3.0613], [-29.0279, 5.5296, 5.7808], [-30.7752, 5.6320, 5.2335], [-29.3985, 7.7804, 5.1636], [-29.7848, 7.3268, 3.5095], [-26.0722, 7.9600, 3.7337], [-27.3706, 8.6537, 4.8700], [-27.5251, 8.7999, 3.1577], [-25.9823, 5.8490, 6.6561], [-26.2032, 5.4047, 5.3139], [-24.9195, 5.2474, 4.6896], [-24.9217, 4.3311, 3.3842], [-25.8770, 4.5742, 2.3236], [-25.4654, 5.8218, 1.5940], [-26.3689, 6.4403, 0.5460], [-27.6797, 6.6698, 1.1541], [-28.4822, 7.6377, 0.4532], [-25.3918, 6.7631, 6.5935], [-25.3638, 5.1267, 7.1888], [-26.9330, 6.0688, 7.1419], [-24.1902, 4.7416, 5.3223], [-24.4328, 6.1738, 4.3849], [-25.0058, 3.3233, 3.7908], [-23.9623, 4.1806, 2.8892], [-26.1513, 3.8944, 1.6289], [-24.5837, 5.5588, 1.0096], [-25.3390, 6.6286, 2.3160], [-26.5356, 5.9052, -0.3888], [-25.9585, 7.3425, 0.0925], [-28.0135, 8.5143, 0.0061], [-29.3279, 7.8801, 1.0967], [-28.9135, 7.1624, -0.4278]], "nbo_charge": [0.85, -0.23, -0.60, -0.07, -0.25, -0.71, -0.25, -0.07, -0.59, -0.24, 0.18, 0.18, 0.21, 0.17, 0.21, 0.21, 0.23, 0.39, 0.20, 0.23, 0.20, 0.18, 0.18, 0.20, 0.20, -0.25, -0.58, -0.07, -0.33, -0.24, -0.29, -0.10, -0.48, -0.28, 0.20, 0.20, 0.22, 0.23, 0.20, 0.26, 0.30, 0.44, 0.29, 0.24, 0.22, 0.24, 0.21, 0.21, 0.21]}

=====

[4]
{"formula": "C12H30N6O6", "method": "ωB97M-V/def2-TZVPD", "smiles": "CC(N)=O.CC(N)=O.CC(N)=O.CC(N)=O.CC(N)=O.CC(N)=O", "homo_lumo_gap_ev": 9.23, "e_above_lowest_kj_mol": 0.0, "multiplicity": 1, "species": ["O", "C", "N", "C", "H", "H", "H", "H", "H", "O", "C", "N", "C", "H", "H", "H", "H", "H", "O", "C", "N", "C", "H", "H", "H", "H", "H", "O", "C", "N", "C", "H", "H", "H", "H", "H", "O", "C", "N", "C", "H", "H", "H", "H", "H", "O", "C", "N", "C", "H", "H", "H", "H", "H"], "positions_angstrom": [[-4.8926, -1.0116, 1.1287], [-3.8822, -0.7221, 0.5224], [-3.0113, -1.6265, 0.0669], [-3.4722, 0.7453, 0.4057], [-3.3157, -2.5863, 0.1465], [-2.2014, -1.4057, -0.4891], [-4.2536, 1.3676, 0.8333], [-3.3109, 1.0978, -0.6194], [-2.5206, 0.9510, 0.8966], [1.9486, -1.0376, 0.1279], [1.1107, -0.1393, 0.1861], [0.1170, -0.1131, 1.1027], [1.2923, 1.0440, -0.7271], [-0.0704, -0.9048, 1.6913], [-0.1807, 0.8119, 1.4272], [2.2157, 1.5534, -0.4375], [0.5261, 1.8174, -0.6629], [1.3691, 0.6948, -1.7523], [-1.2078, -5.1070, 0.1147], [-0.3910, -4.2257, -0.0700], [0.3361, -3.6510, 0.9240], [-0.1620, -3.7117, -1.4724], [0.4333, -4.0863, 1.8218], [0.9708, -2.9286, 0.6159], [0.0787, -4.6155, -2.0370], [0.6162, -2.9687, -1.6230], [-1.1158, -3.3722, -1.8643], [-1.1612, -0.9245, -2.2997], [-1.4225, -0.6050, -3.4479], [-0.9554, 0.5070, -4.0514], [-2.3438, -1.4894, -4.2547], [-0.3859, 1.1085, -3.4786], [-1.1790, 0.7524, -4.9941], [-2.4569, -1.2851, -5.3191], [-3.3349, -1.4862, -3.7989], [-1.9872, -2.5150, -4.1493], [-0.8274, 2.5749, 2.0062], [-0.9590, 3.7330, 1.6036], [0.0640, 4.3510, 0.9900], [-2.3403, 4.3362, 1.5666], [-0.1359, 5.1183, 0.3702], [0.8678, 3.7778, 0.8039], [-2.7096, 4.3207, 2.5896], [-2.9788, 3.7820, 0.8865], [-2.2867, 5.3720, 1.2241], [5.2279, -0.1635, 4.3168], [5.4932, 0.2309, 3.1915], [6.5588, 1.0631, 2.9947], [4.6961, -0.1636, 1.9724], [6.9355, 1.4089, 3.8604], [6.9951, 1.1437, 2.0983], [4.8929, 0.5521, 1.1753], [3.6382, -0.2210, 2.2012], [5.0686, -1.1486, 1.6858]], "nbo_charge": [-0.63, 0.67, -0.83, -0.73, 0.41, 0.42, 0.23, 0.21, 0.24, -0.67, 0.69, -0.83, -0.71, 0.41, 0.43, 0.23, 0.20, 0.24, -0.64, 0.67, -0.84, -0.72, 0.40, 0.42, 0.24, 0.22, 0.24, -0.66, 0.69, -0.81, -0.72, 0.40, 0.40, 0.21, 0.25, 0.25, -0.67, 0.69, -0.80, -0.71, 0.39, 0.40, 0.25, 0.25, 0.21, -0.62, 0.67, -0.84, -0.71, 0.41, 0.39, 0.20, 0.25, 0.24]}

=====

Which formula does entry 2 have? C12H30IN2O4